1.
{
  "formula": "C21H15Cl5N2O4SSiTi",
  "method": "wB97M-V/def2-TZVPD",
  "lumo_ev": [3.80, 3.80],
  "e_above_lowest_ev": 0.000,
  "s_squared": 2.02,
  "orbital_gap_ev": [4.430, 6.856],
  "total_charge": -2,
  "multiplicity": 3,
  "symbols": ["Ti", "O", "C", "O", "C", "C", "C", "N", "C", "C", "C", "O", "O", "H", "H", "H", "C", "Si", "C", "C", "C", "C", "C", "C", "N", "C", "S", "H", "H", "H", "H", "H", "H", "H", "H", "H", "H", "H", "H", "Cl", "C", "C", "C", "Cl", "C", "Cl", "C", "Cl", "C", "Cl"],
  "positions_angstrom": [[-0.224, 0.838, 1.481], [3.874, -3.103, 5.670], [4.332, -2.528, 4.663], [5.470, -2.592, 4.148], [3.316, -1.655, 3.884], [3.680, -1.038, 2.693], [2.763, -0.259, 2.013], [1.523, -0.047, 2.467], [1.160, -0.640, 3.618], [2.019, -1.450, 4.342], [-0.254, -0.333, 4.096], [-0.679, -0.845, 5.117], [-0.893, 0.504, 3.344], [4.685, -1.186, 2.319], [2.997, 0.211, 1.066], [1.688, -1.915, 5.260], [-0.628, 1.040, -4.113], [0.093, -0.647, -3.714], [1.953, -0.626, -3.969], [-0.638, -1.865, -4.964], [-0.365, -1.238, -1.999], [-1.012, -2.462, -1.797], [-1.379, -2.852, -0.515], [-1.142, -1.990, 0.537], [-0.549, -0.799, 0.371], [-0.105, -0.450, -0.878], [0.780, 1.056, -0.903], [-0.678, 1.181, -5.196], [-0.030, 1.841, -3.671], [-1.640, 1.129, -3.706], [2.208, -0.400, -5.010], [2.387, -1.596, -3.711], [2.409, 0.127, -3.323], [-0.563, -1.446, -5.972], [-1.696, -2.059, -4.763], [-0.112, -2.824, -4.961], [-1.220, -3.118, -2.636], [-1.857, -3.805, -0.330], [-1.446, -2.220, 1.551], [0.194, 3.455, 2.093], [-1.412, 3.437, 1.325], [-1.843, 2.196, 0.897], [-3.082, 2.211, 0.273], [-3.710, 0.694, -0.336], [-3.835, 3.364, 0.091], [-5.375, 3.322, -0.702], [-3.343, 4.585, 0.555], [-4.257, 6.040, 0.349], [-2.100, 4.630, 1.186], [-1.464, 6.130, 1.762]],
  "forces_ev_per_a": [[0.38, 0.81, 0.08], [0.11, 0.17, 0.01], [-0.10, -0.40, -0.23], [-0.02, 0.11, 0.15], [0.02, 0.11, 0.10], [0.05, 0.02, -0.03], [-0.07, -0.03, 0.07], [0.12, -0.31, 0.16], [0.10, 0.04, 0.14], [0.02, 0.01, -0.01], [0.01, 0.06, 0.04], [-0.01, -0.10, 0.10], [-0.06, -0.21, 0.27], [-0.03, 0.00, 0.02], [0.02, 0.03, -0.07], [0.00, 0.02, -0.02], [-0.04, 0.05, 0.07], [0.12, 0.10, -0.02], [0.00, -0.01, -0.02], [-0.02, -0.05, 0.05], [-0.10, -0.22, -0.31], [0.06, 0.12, 0.07], [-0.08, -0.14, 0.09], [-0.07, -0.01, -0.03], [-0.10, -0.80, -0.77], [0.21, 0.22, 0.19], [-0.06, -0.14, -0.05], [0.00, 0.02, -0.01], [-0.06, -0.12, -0.04], [0.04, -0.01, -0.03], [-0.01, -0.01, 0.04], [0.00, 0.01, -0.02], [-0.02, -0.02, -0.01], [0.02, -0.01, 0.02], [0.04, 0.03, -0.03], [-0.04, 0.04, 0.03], [0.00, 0.03, 0.00], [0.00, 0.02, 0.01], [-0.03, -0.05, 0.03], [-0.19, 0.12, -0.01], [0.15, 0.11, 0.06], [-0.31, 0.40, 0.01], [0.09, -0.11, -0.01], [-0.01, -0.02, -0.01], [-0.01, 0.11, 0.01], [-0.03, -0.01, -0.01], [0.04, 0.02, 0.02], [-0.04, 0.02, -0.01], [-0.13, -0.06, -0.08], [0.05, 0.04, 0.02]],
  "lowdin_charge": [0.587, -0.060, -0.699, -0.075, -0.100, -0.007, -0.115, 0.003, -0.171, 0.058, -0.595, 0.042, -0.158, 0.107, 0.084, 0.122, -0.196, 0.495, -0.191, -0.201, -0.272, -0.108, -0.094, -0.127, -0.117, -0.736, 0.597, 0.017, 0.004, 0.033, 0.021, 0.028, 0.006, 0.018, 0.025, 0.024, 0.082, 0.091, 0.118, 0.677, -0.655, -0.265, -0.682, 0.643, -0.708, 0.622, -0.714, 0.619, -0.713, 0.638]
}

***

2.
{
  "formula": "C35H69BFN4O8S",
  "method": "wB97M-V/def2-TZVPD",
  "lumo_ev": 2.18,
  "orbital_gap_ev": 7.030,
  "total_charge": -1,
  "symbols": ["C", "C", "C", "C", "C", "O", "B", "C", "C", "C", "F", "C", "C", "C", "C", "C", "C", "C", "O", "C", "C", "C", "S", "C", "N", "N", "C", "O", "C", "C", "C", "O", "H", "H", "H", "H", "H", "H", "H", "H", "H", "H", "H", "H", "H", "H", "H", "H", "H", "H", "H", "H", "H", "H", "H", "H", "H", "H", "H", "H", "H", "H", "H", "H", "H", "H", "H", "H", "H", "H", "H", "C", "O", "C", "C", "N", "C", "C", "O", "C", "H", "H", "H", "H", "H", "H", "H", "H", "H", "H", "H", "H", "H", "H", "H", "C", "O", "C", "C", "N", "C", "C", "O", "C", "H", "H", "H", "H", "H", "H", "H", "H", "H", "H", "H", "H", "H", "H", "H"],
  "positions_angstrom": [[0.030, -2.573, 1.159], [0.447, -2.541, -0.112], [-0.543, -2.489, -1.275], [0.028, -1.476, -2.297], [1.269, -2.199, -2.913], [0.283, -0.250, -1.701], [0.527, 0.801, -2.758], [2.167, 0.945, -2.802], [2.710, 2.111, -1.926], [4.238, 2.051, -1.892], [4.782, 2.969, -2.808], [-0.329, 2.202, -2.598], [-0.698, 2.867, -3.941], [0.490, 3.146, -4.902], [0.340, 2.482, -6.300], [1.238, 1.242, -6.499], [2.521, 1.504, -7.314], [3.521, 0.335, -7.046], [-0.125, 0.105, -3.931], [-0.904, -0.992, -3.509], [-2.264, -0.696, -2.862], [-3.274, 0.010, -3.772], [-4.628, 0.588, -2.661], [-6.009, 0.747, -3.717], [-6.339, 1.809, -4.356], [-7.464, 1.536, -5.109], [-7.747, 0.313, -4.860], [-6.908, -0.262, -3.994], [-1.016, -1.860, -4.770], [-1.340, -3.327, -4.397], [-1.635, -4.215, -5.582], [-0.383, -4.261, -4.789], [0.579, -2.054, 1.943], [-0.854, -3.148, 1.438], [1.520, -2.509, -0.276], [-1.491, -2.194, -0.827], [-0.584, -3.485, -1.728], [2.127, -2.047, -2.255], [1.092, -3.260, -3.083], [1.537, -1.713, -3.855], [2.590, 1.127, -3.805], [2.684, 0.054, -2.430], [2.365, 3.069, -2.321], [2.322, 2.027, -0.903], [4.660, 2.209, -0.892], [4.596, 1.074, -2.229], [0.123, 2.941, -1.922], [-1.284, 1.911, -2.126], [-1.456, 2.323, -4.506], [-1.149, 3.841, -3.702], [1.472, 2.919, -4.481], [0.493, 4.225, -5.109], [-0.696, 2.176, -6.469], [0.622, 3.206, -7.074], [0.662, 0.498, -7.067], [1.519, 0.749, -5.571], [3.031, 2.430, -7.038], [2.301, 1.443, -8.383], [3.950, -0.066, -7.970], [4.336, 0.633, -6.381], [3.007, -0.501, -6.561], [-2.711, -1.665, -2.602], [-2.194, -0.142, -1.924], [-2.884, 0.894, -4.274], [-3.688, -0.666, -4.522], [-8.569, -0.230, -5.298], [-1.915, -1.607, -5.341], [-0.106, -1.899, -5.360], [-1.913, -3.502, -3.495], [-1.928, -5.245, -5.421], [-1.479, -3.788, -6.566], [0.257, 3.093, 5.120], [1.301, 3.671, 4.357], [2.527, 3.821, 5.055], [3.565, 2.838, 4.551], [3.232, 1.472, 4.942], [4.017, 0.438, 4.271], [3.898, 0.313, 2.753], [2.635, -0.134, 2.308], [1.642, 0.873, 2.181], [-0.669, 3.209, 4.558], [0.424, 2.027, 5.281], [0.143, 3.596, 6.086], [2.394, 3.728, 6.138], [2.880, 4.836, 4.850], [4.544, 3.100, 4.965], [3.618, 2.952, 3.460], [2.254, 1.302, 4.745], [3.704, -0.518, 4.701], [5.071, 0.574, 4.537], [4.609, -0.457, 2.440], [4.195, 1.229, 2.228], [2.064, 1.836, 1.884], [1.079, 0.977, 3.114], [0.938, 0.553, 1.412], [-3.295, -3.750, 5.467], [-3.719, -3.060, 6.630], [-3.171, -3.563, 7.841], [-2.162, -2.597, 8.432], [-0.949, -2.533, 7.628], [-0.051, -1.433, 7.973], [-0.562, -0.003, 7.811], [-0.778, 0.391, 6.469], [-2.031, 0.011, 5.923], [-3.919, -3.416, 4.639], [-2.253, -3.525, 5.220], [-3.418, -4.830, 5.581], [-2.731, -4.556, 7.703], [-4.003, -3.663, 8.544], [-1.905, -2.922, 9.445], [-2.655, -1.618, 8.505], [-1.206, -2.438, 6.654], [0.830, -1.540, 7.336], [0.288, -1.572, 9.005], [0.223, 0.659, 8.187], [-1.449, 0.203, 8.422], [-2.823, 0.004, 6.674], [-1.964, -0.964, 5.434], [-2.290, 0.738, 5.152]],
  "forces_ev_per_a": [[0.20, -0.22, 0.08], [-0.57, 0.01, 0.48], [1.06, -0.45, 0.62], [-0.24, -0.92, -1.17], [0.18, 1.01, 0.03], [-0.10, -0.09, 1.04], [-0.20, -0.45, -0.10], [0.23, 1.01, -0.30], [0.12, -0.88, -0.18], [-0.28, -0.13, -0.09], [0.16, 0.15, 0.28], [-0.25, -0.60, 0.19], [0.68, 0.65, 0.36], [-0.59, 0.54, -0.84], [0.73, -0.46, 0.45], [-0.05, 0.21, -0.72], [0.48, -1.44, 0.46], [-0.16, 0.04, -0.08], [-0.55, 0.24, -0.44], [1.69, 0.33, 0.36], [-0.82, -0.02, -0.72], [-0.27, 0.13, -0.06], [-0.23, -0.43, 0.14], [-0.06, 0.07, -0.38], [0.25, 0.80, -0.18], [-0.01, 0.11, 0.02], [-0.20, 0.17, -0.19], [0.40, -0.61, 0.33], [-1.36, -1.87, 1.61], [-0.70, 0.22, -1.74], [1.91, -0.41, 1.65], [0.43, 0.26, -0.05], [0.52, -1.00, 0.16], [-0.60, 1.08, -0.10], [-0.15, 1.02, -0.32], [-0.08, -0.07, -0.29], [-0.36, 0.16, -0.20], [-0.05, -0.25, 0.01], [0.02, 0.05, 0.01], [-0.01, -0.12, 0.05], [-0.13, -0.09, 0.04], [-0.33, -0.14, -0.08], [0.25, 0.06, 0.10], [0.00, -0.01, -0.09], [0.06, 0.47, -0.19], [-0.12, 0.00, 0.05], [-0.04, 0.00, -0.13], [0.13, 0.14, 0.10], [0.09, -0.23, 0.24], [-0.09, -0.13, -0.12], [-0.16, -0.16, 0.10], [0.13, -0.05, 0.24], [-0.01, 0.26, 0.06], [-0.22, -0.05, -0.01], [0.14, -0.08, 0.15], [-0.31, 0.27, 0.15], [-0.34, 0.18, -0.22], [-0.09, 0.67, 0.05], [0.11, 0.15, 0.08], [-0.05, -0.02, -0.06], [0.03, 0.06, -0.04], [-0.01, 0.11, 0.04], [0.52, 0.00, -0.12], [0.19, -0.12, 0.10], [-0.07, 0.06, 0.11], [0.10, -0.24, 0.23], [0.47, 0.73, -0.31], [-0.07, 0.43, -0.07], [0.23, -0.19, 0.22], [-1.34, 0.33, -0.59], [-0.23, -0.21, -0.09], [0.10, -0.05, -0.19], [-0.13, 0.08, 0.21], [0.21, 0.18, -0.25], [-0.20, -0.21, -0.01], [0.09, 0.06, -0.07], [-0.16, -0.01, 0.16], [0.17, -0.23, -0.04], [0.07, 0.17, 0.00], [-0.25, -0.30, -0.10], [0.05, 0.04, -0.05], [-0.09, 0.01, 0.19], [0.01, -0.04, 0.03], [-0.09, -0.11, -0.02], [0.03, -0.01, 0.03], [0.01, -0.02, 0.00], [0.07, 0.13, 0.00], [-0.01, 0.03, 0.02], [0.06, -0.03, -0.04], [0.02, 0.05, -0.06], [-0.01, -0.01, 0.00], [-0.13, 0.09, 0.06], [0.05, 0.02, 0.09], [0.01, 0.21, 0.00], [0.11, -0.05, -0.07], [-0.08, 0.15, 0.01], [0.13, -0.21, -0.10], [-0.18, 0.18, 0.27], [0.07, 0.05, -0.27], [-0.09, 0.12, 0.11], [0.04, -0.18, -0.22], [0.30, 0.12, 0.16], [-0.23, -0.12, 0.17], [0.18, 0.12, -0.26], [-0.02, 0.04, 0.04], [0.03, -0.14, -0.03], [0.06, -0.01, -0.01], [0.07, 0.04, -0.11], [0.01, -0.03, 0.01], [0.02, 0.01, 0.00], [-0.11, -0.04, 0.14], [0.01, -0.05, -0.01], [0.04, 0.07, 0.05], [-0.06, 0.04, 0.03], [0.01, 0.00, -0.04], [-0.10, -0.10, -0.09], [0.03, -0.08, 0.04], [-0.16, -0.06, 0.07], [0.04, 0.04, 0.03]],
  "lowdin_charge": [-0.020, -0.147, -0.113, -0.438, 0.004, 0.014, -0.756, -0.085, -0.185, -0.208, -0.090, -0.081, -0.203, -0.175, -0.186, -0.228, -0.247, -0.116, -0.008, -0.384, -0.191, -0.404, 0.983, -0.687, 0.041, 0.044, -0.223, 0.029, -0.030, -0.313, -0.050, -0.090, 0.035, 0.046, 0.100, 0.108, 0.108, 0.075, 0.079, 0.090, 0.088, 0.080, 0.102, 0.102, 0.099, 0.105, 0.085, 0.087, 0.071, 0.096, 0.096, 0.094, 0.098, 0.095, 0.108, 0.072, 0.100, 0.092, 0.054, 0.063, 0.060, 0.109, 0.105, 0.068, 0.080, 0.126, 0.114, 0.131, 0.128, 0.101, 0.103, -0.111, -0.189, -0.222, -0.216, -0.050, -0.202, -0.231, -0.184, -0.084, 0.092, 0.052, 0.089, 0.119, 0.119, 0.120, 0.106, 0.066, 0.115, 0.113, 0.120, 0.109, 0.088, 0.070, 0.088, -0.109, -0.194, -0.220, -0.219, -0.050, -0.196, -0.222, -0.205, -0.083, 0.091, 0.077, 0.087, 0.121, 0.119, 0.121, 0.103, 0.067, 0.120, 0.116, 0.122, 0.111, 0.090, 0.074, 0.090]
}

***

3.
{
  "formula": "CHNS4",
  "method": "wB97M-V/def2-TZVPD",
  "lumo_ev": [-0.92, -0.92],
  "e_above_lowest_ev": 4.190,
  "orbital_gap_ev": [6.956, 6.958],
  "smiles": "SC#S#S1=NS1",
  "symbols": ["S", "C", "S", "S", "N", "S", "H"],
  "positions_angstrom": [[0.078, 0.659, -0.386], [1.557, 0.860, 0.394], [2.687, 1.926, -0.027], [2.156, 3.375, -1.880], [0.886, 2.893, -2.695], [2.249, 2.044, -3.418], [-0.387, -0.342, 0.386]],
  "forces_ev_per_a": [[0.08, -0.18, 0.18], [-0.21, 0.44, -0.68], [-0.03, 0.08, -0.13], [0.73, -0.26, 0.58], [-1.12, 0.02, -0.04], [0.49, -0.14, 0.04], [0.06, 0.03, 0.06]],
  "lowdin_charge": [0.687, -1.030, 0.526, 0.375, -0.845, 0.414, -0.128]
}

***

4.
{
  "formula": "C18H19N4S2",
  "method": "wB97M-V/def2-TZVPD",
  "lumo_ev": -3.94,
  "orbital_gap_ev": 6.059,
  "total_charge": 1,
  "smiles": "S=C(SCCCc1n[nH]c[nH+]1)N(c1ccccc1)c1ccccc1",
  "symbols": ["S", "C", "S", "C", "C", "C", "C", "N", "N", "C", "N", "N", "C", "C", "C", "C", "C", "C", "C", "C", "C", "C", "C", "C", "H", "H", "H", "H", "H", "H", "H", "H", "H", "H", "H", "H", "H", "H", "H", "H", "H", "H", "H"],
  "positions_angstrom": [[0.597, -1.974, 2.279], [1.024, -0.690, 1.312], [-0.307, 0.271, 0.545], [-1.913, -0.287, 1.272], [-3.127, 0.037, 0.301], [-4.510, -0.160, 1.053], [-5.731, -0.154, 0.095], [-6.724, -1.056, -0.051], [-7.469, -0.498, -1.044], [-6.984, 0.667, -1.518], [-5.853, 0.958, -0.782], [2.426, -0.400, 1.172], [2.685, 0.956, 0.665], [2.452, 1.381, -0.729], [2.766, 2.740, -1.145], [3.352, 3.693, -0.188], [3.576, 3.268, 1.204], [3.248, 1.910, 1.638], [3.116, -1.325, 0.270], [2.490, -2.302, -0.609], [3.321, -3.157, -1.482], [4.783, -3.043, -1.491], [5.433, -2.050, -0.607], [4.586, -1.221, 0.229], [-1.941, -1.406, 1.416], [-2.065, 0.187, 2.281], [-3.039, -0.687, -0.560], [-3.091, 1.080, -0.115], [-4.535, -1.141, 1.608], [-4.673, 0.663, 1.810], [-8.326, -0.890, -1.452], [-7.371, 1.318, -2.337], [-5.220, 1.755, -0.825], [2.023, 0.630, -1.444], [2.575, 3.036, -2.205], [3.610, 4.721, -0.549], [4.030, 3.988, 1.929], [3.463, 1.609, 2.696], [1.381, -2.400, -0.637], [2.856, -3.924, -2.152], [5.438, -3.677, -2.138], [6.548, -1.963, -0.591], [5.096, -0.463, 0.875]],
  "forces_ev_per_a": [[0.37, 0.84, -0.71], [-0.73, -1.70, 1.84], [0.48, 0.30, -0.10], [-0.78, -0.72, 0.46], [0.20, -0.20, -0.11], [-0.45, -0.66, 0.16], [0.74, 0.20, 0.43], [1.85, 2.49, -0.32], [0.17, 2.05, -1.56], [1.02, 0.38, 0.84], [-2.49, -3.07, -0.07], [-1.61, 0.82, -2.72], [0.95, 3.26, 0.04], [0.55, 0.75, 1.64], [0.47, -0.53, 1.99], [-0.71, -2.22, 0.53], [-0.61, -0.93, -1.61], [-0.35, 0.59, -2.22], [2.36, -2.22, -1.61], [1.79, 0.15, -0.11], [1.37, 1.20, 1.08], [-1.04, 1.49, 1.53], [-2.76, -0.60, -0.40], [-0.20, -0.80, -0.51], [0.39, 1.19, -0.06], [0.26, -0.36, -0.96], [-0.26, 0.81, 0.76], [0.18, -0.83, 0.37], [0.07, 1.03, -0.57], [0.20, -0.84, -0.76], [0.56, -0.33, 0.66], [0.15, -0.92, 0.90], [-0.34, -0.28, -0.17], [0.56, 0.90, 0.70], [0.25, -0.26, 1.14], [-0.24, -1.12, 0.58], [-0.52, -0.80, -0.76], [-0.36, 0.16, -1.25], [1.07, 0.00, 0.05], [0.31, 0.96, 0.81], [-0.93, 0.56, 0.62], [-1.28, 0.03, 0.05], [-0.69, -0.76, -0.58]],
  "lowdin_charge": [0.686, -1.025, 0.881, -0.502, -0.254, -0.108, -0.217, 0.167, 0.050, 0.006, 0.182, -0.102, -0.264, -0.047, -0.068, -0.068, -0.069, -0.003, -0.227, -0.036, -0.067, -0.078, -0.063, -0.013, 0.056, 0.095, 0.126, 0.099, 0.139, 0.140, 0.193, 0.176, 0.179, 0.111, 0.101, 0.100, 0.101, 0.118, 0.091, 0.099, 0.098, 0.104, 0.114]
}

***

Respective electronic energy values: -137637.5906, -73979.7206, -45879.3343, -46595.1488 eV.